1.
{"formula": "C8H16ClFN3O", "method": "wB97M-V/def2-TZVPD", "spin_multiplicity": 1, "total_charge": 1, "e_lumo_ev": -2.9, "homo_lumo_gap_ev": 10.06, "elements": ["C", "C", "C", "C", "C", "C", "C", "C", "N", "N", "N", "O", "F", "Cl", "H", "H", "H", "H", "H", "H", "H", "H", "H", "H", "H", "H", "H", "H", "H", "H"], "coordinates": [[1.45, 0.72, 0.10], [-2.43, -1.37, -1.02], [-1.01, -1.01, -0.85], [-0.68, -0.27, 0.40], [-2.30, -1.88, 1.34], [3.42, 2.03, 0.62], [3.58, 0.06, -0.96], [2.87, 0.62, 0.33], [0.73, -0.16, 0.68], [-2.93, -2.01, 0.22], [-1.37, -1.00, 1.48], [-3.22, 1.24, -0.03], [-0.26, -2.18, -0.94], [-4.62, 1.98, -0.22], [1.06, 1.61, -0.43], [-3.18, -0.50, -1.25], [-2.56, -2.03, -1.78], [-0.46, -0.36, -1.66], [-1.33, 0.68, 0.31], [-2.52, -2.43, 2.25], [4.41, 2.01, 0.91], [3.07, 2.59, -0.22], [2.90, 2.26, 1.46], [4.44, -0.41, -0.54], [2.92, -0.50, -1.51], [3.84, 0.96, -1.52], [3.06, -0.16, 1.08], [-3.79, -2.69, 0.15], [-0.85, -0.87, 2.37], [-4.22, 3.09, -0.77]], "nbo_charge": [0.1980, -0.2744, 0.1640, 0.0264, 0.3743, -0.5885, -0.5787, -0.2744, -0.4582, -0.5170, -0.5121, -0.8694, -0.3552, 0.6391, 0.1721, 0.2703, 0.2372, 0.2180, 0.2492, 0.2377, 0.2288, 0.2024, 0.2034, 0.2287, 0.2058, 0.2032, 0.2285, 0.4517, 0.4445, 0.2448]}

***

2.
{"formula": "C5H17N2O", "method": "wB97M-V/def2-TZVPD", "spin_multiplicity": 2, "e_lumo_ev": [0.8, 0.6], "homo_lumo_gap_ev": [3.44, 10.14], "elements": ["C", "C", "C", "C", "C", "N", "N", "H", "H", "H", "H", "H", "H", "H", "H", "H", "H", "H", "H", "H", "H", "H", "H", "H", "O"], "coordinates": [[-1.87, 1.78, 0.84], [-0.88, 0.71, 0.39], [-0.25, -0.06, 1.54], [0.05, -1.51, 1.14], [2.25, -2.05, 0.11], [0.90, -1.54, -0.05], [0.20, 1.26, -0.52], [-1.60, 2.23, 1.79], [-2.79, 1.23, 1.08], [-2.07, 2.56, 0.11], [-1.40, 0.03, -0.27], [-1.04, -0.11, 2.30], [0.58, 0.49, 1.98], [0.53, -1.99, 1.99], [-0.93, -1.90, 0.87], [2.37, -3.10, 0.39], [2.79, -1.82, -0.81], [2.77, -1.47, 0.88], [0.48, -1.89, -0.90], [0.89, 0.48, -0.55], [0.63, 2.15, -0.26], [-0.14, 1.29, -1.51], [0.05, 1.66, -3.63], [-1.21, 0.76, -3.63], [-0.32, 0.84, -3.26]], "nbo_charge": [-0.6633, -0.1160, -0.4248, -0.2156, -0.4160, -0.6805, -0.9331, 0.2112, 0.2169, 0.2313, 0.2047, 0.2150, 0.2131, 0.2001, 0.1965, 0.1762, 0.2088, 0.1875, 0.3830, 0.4369, 0.3626, 0.4077, 0.3666, 0.4278, -1.1971]}

***

3.
{"formula": "C2H5Cl2OP", "method": "wB97M-V/def2-TZVPD", "spin_multiplicity": 1, "e_lumo_ev": 0.6, "smiles": "C[P@@](=O)(Cl)CCl", "homo_lumo_gap_ev": 11.09, "elements": ["C", "P", "O", "Cl", "C", "Cl", "H", "H", "H", "H", "H"], "coordinates": [[-1.06, 0.73, -0.88], [-0.03, -0.64, -0.29], [-0.92, -1.73, 0.09], [1.32, -1.11, -1.78], [0.96, -0.26, 1.20], [1.27, 1.49, 1.30], [-1.46, 1.22, -0.01], [-1.85, 0.24, -1.46], [-0.49, 1.44, -1.48], [1.85, -0.87, 1.17], [0.40, -0.52, 2.13]], "nbo_charge": [-0.9993, 1.8651, -1.0760, -0.2918, -0.7581, -0.0409, 0.2598, 0.2695, 0.2509, 0.2536, 0.2672]}

***

4.
{"formula": "C5H6N2O", "method": "wB97M-V/def2-TZVPD", "spin_multiplicity": 1, "e_lumo_ev": 0.8, "smiles": "C1=NN2C[C@@H]2[C@@H]2O[C@H]12", "homo_lumo_gap_ev": 9.89, "elements": ["C", "N", "N", "C", "C", "C", "O", "C", "H", "H", "H", "H", "H", "H"], "coordinates": [[0.57, -1.56, -0.32], [-0.72, -1.50, -0.47], [-1.12, -0.18, -0.56], [-1.91, 0.69, 0.23], [-0.42, 0.62, 0.44], [0.92, 0.99, 0.00], [1.32, 0.85, -1.33], [1.46, -0.33, -0.37], [1.10, -2.49, -0.27], [-2.48, 1.44, -0.48], [-2.55, 0.25, 1.00], [-0.10, 0.14, 1.43], [1.50, 1.59, 0.73], [2.44, -0.50, -0.03]], "nbo_charge": [-0.0079, -0.1850, -0.2682, -0.2036, -0.1402, 0.0642, -0.4345, -0.0227, 0.2053, 0.2180, 0.2057, 0.1847, 0.1873, 0.1968]}

***

What are the relative energy (zero: lowest compared OMol25 entry of this formula, charge and spin) values for these records? In order: 28.0 28.0 0.0 124.2 kcal/mol.